Entry 1:
Formula: C27H30N2O7
Source: OMol25
Level of theory: ωB97M-V/def2-TZVPD

As for the net charge: 0. For the HOMO energy, the calculation gives -8.2228 eV. The LUMO energy comes out at 0.016 Ha.

Last column: Mulliken charge in e.
Positions of all 66 atoms, in Å:
O: -3.552 4.678 0.343  -0.605
O: -0.242 -0.823 0.479  -0.431
O: 1.503 2.736 -0.977  -0.724
O: -4.324 2.719 1.170  -0.446
O: -2.844 1.402 -0.984  -0.484
O: -1.645 3.134 6.937  -0.545
O: -0.398 -0.342 -3.190  -0.219
C: -3.586 3.457 0.304  0.094
C: 0.230 -0.593 1.582  0.425
C: 1.652 1.801 -0.198  0.077
C: -1.843 3.341 -1.532  -0.445
C: -1.280 2.289 -2.335  -0.223
C: -2.785 2.756 -0.722  0.379
C: -1.917 1.139 -1.965  0.231
C: -1.664 3.345 4.552  -0.635
C: 0.412 2.825 5.732  -0.703
C: 0.526 -1.859 -4.781  -0.560
C: 0.921 -3.150 -5.166  -0.902
C: -0.077 -2.687 -2.595  0.418
C: -0.973 3.319 3.326  -0.420
C: 1.099 2.796 4.503  -0.347
C: -0.974 3.100 5.756  0.833
C: 0.004 -1.617 -3.503  0.178
C: 0.793 -4.204 -4.256  0.353
C: 0.300 -3.969 -2.987  -0.111
C: 0.407 3.042 3.299  0.015
N: 2.595 0.899 -0.508  -0.084
N: 0.789 0.567 1.920  0.252
C: 0.219 -1.662 2.648  -1.486
C: -1.658 -0.243 -2.489  -0.369
C: 3.142 -0.223 0.252  -0.760
C: 1.114 -5.653 -4.434  -0.840
C: 0.230 -5.219 -2.175  -0.813
C: 1.063 -6.208 -3.001  -0.622
C: 1.140 2.984 1.970  -1.372
C: 0.780 1.777 1.086  1.290
H: -4.776 3.364 1.734  0.354
H: -1.059 3.057 7.690  0.289
H: -1.565 4.392 -1.537  0.504
H: -0.476 2.372 -3.061  0.518
H: -2.722 3.556 4.583  0.430
H: 0.942 2.643 6.653  0.283
H: 0.608 -1.032 -5.479  0.483
H: 1.314 -3.332 -6.162  0.395
H: -0.423 -2.539 -1.578  0.422
H: -1.503 3.513 2.403  0.482
H: 2.161 2.595 4.486  0.417
H: 3.001 1.061 -1.417  0.318
H: 1.105 0.672 2.869  0.327
H: 1.241 -1.896 2.940  0.354
H: -0.262 -2.554 2.248  0.340
H: -0.342 -1.302 3.509  0.374
H: -2.472 -0.525 -3.163  0.398
H: -1.701 -0.909 -1.626  0.193
H: 4.099 -0.519 -0.180  0.386
H: 3.307 0.058 1.293  0.262
H: 2.465 -1.077 0.194  0.158
H: 0.360 -6.132 -5.066  0.276
H: 2.100 -5.800 -4.885  0.328
H: -0.808 -5.556 -2.089  0.273
H: 0.645 -5.079 -1.172  0.307
H: 0.637 -7.216 -2.975  0.314
H: 2.078 -6.254 -2.592  0.278
H: 0.920 3.899 1.418  0.419
H: 2.215 2.970 2.156  0.418
H: -0.247 1.917 0.746  -0.699


Entry 2:
Formula: C21H16N3NaO11S
Source: OMol25
Level of theory: ωB97M-V/def2-TZVPD

As for the net charge: 0. For the HOMO energy, the calculation gives -8.8269 eV. The LUMO energy comes out at -0.038 Ha.

Last column: Mulliken charge in e.
Positions of all 53 atoms, in Å:
Na: -0.155 -0.398 -0.183  1.050
O: -2.852 -2.205 2.372  -0.478
C: -1.776 -1.758 1.730  0.204
O: -1.656 -1.800 0.529  -0.680
C: -0.728 -1.187 2.628  0.576
C: -0.861 -1.080 4.005  -0.441
C: 0.169 -0.476 4.710  -0.648
C: 1.263 0.022 4.020  -0.464
C: 1.309 -0.153 2.640  0.366
N: 0.344 -0.767 1.978  -0.242
C: 2.475 0.240 1.756  0.633
O: 3.387 1.071 2.263  -0.514
O: 2.599 -0.242 0.666  -0.518
H: -3.502 -2.502 1.718  0.443
H: -1.738 -1.465 4.506  0.527
H: 0.111 -0.393 5.786  0.460
H: 2.070 0.508 4.551  0.401
H: 3.009 1.680 2.909  0.320
O: 0.505 0.601 -3.987  -0.733
C: 0.352 1.025 -2.851  -0.071
O: -0.286 0.468 -1.891  -0.661
C: 0.901 2.446 -2.577  0.247
C: 1.136 2.911 -1.291  0.139
C: 1.472 4.243 -1.090  -0.176
C: 1.645 5.122 -2.144  -0.519
C: 1.467 4.624 -3.420  -0.263
C: 1.091 3.308 -3.647  -0.437
N: 1.651 5.531 -4.559  1.026
O: 1.937 6.689 -4.315  -0.623
O: 1.507 5.071 -5.674  -0.605
N: 1.544 4.765 0.270  1.053
O: 1.672 3.970 1.184  -0.573
O: 1.442 5.967 0.422  -0.608
H: 1.011 2.260 -0.444  0.615
H: 1.909 6.153 -1.975  0.594
H: 0.947 2.940 -4.653  0.597
C: -2.499 3.444 0.368  -1.312
S: -1.633 1.990 -0.338  0.815
O: -0.826 1.446 0.799  -0.467
C: -3.110 0.956 -0.343  0.426
C: -3.619 0.480 -1.539  -0.350
C: -4.786 -0.273 -1.531  -0.639
C: -5.425 -0.549 -0.333  -0.451
C: -4.885 -0.101 0.869  -0.907
C: -3.720 0.647 0.865  -0.450
H: -3.088 3.177 1.241  0.372
H: -3.139 3.859 -0.411  0.433
H: -1.734 4.172 0.638  0.378
H: -3.095 0.706 -2.461  0.428
H: -5.199 -0.632 -2.464  0.426
H: -6.350 -1.111 -0.331  0.410
H: -5.371 -0.332 1.809  0.472
H: -3.276 0.987 1.794  0.422


Entry 3:
Formula: C19H27FN4O
Source: OMol25
Level of theory: ωB97M-V/def2-TZVPD

As for the net charge: 0. For the HOMO energy, the calculation gives -7.8180 eV. The LUMO energy comes out at 0.025 Ha.

Last column: Mulliken charge in e.
Positions of all 52 atoms, in Å:
C: -4.191 -2.696 -0.122  -1.058
H: -4.894 -1.874 -0.240  0.259
H: -4.006 -2.846 0.938  0.219
H: -4.648 -3.596 -0.525  0.449
C: -2.881 -2.406 -0.868  -0.733
N: -2.186 -1.191 -0.512  0.246
C: -2.748 0.037 -1.045  -0.546
H: -3.845 -0.012 -1.111  0.414
H: -2.484 0.856 -0.376  0.373
C: -2.182 0.337 -2.433  -1.244
H: -1.099 0.411 -2.383  0.123
H: -2.579 1.280 -2.802  0.422
H: -2.439 -0.449 -3.139  0.351
C: -1.655 -1.123 0.828  0.014
C: -0.497 -0.112 0.891  -0.794
N: -1.092 1.080 1.460  0.231
C: -0.143 2.114 1.827  -1.129
C: 0.373 2.775 0.592  1.315
C: 1.417 2.401 -0.245  -0.461
N: 1.377 3.264 -1.293  0.467
N: 0.404 4.161 -1.184  -1.129
C: -0.219 3.871 -0.060  -0.893
H: -1.064 4.447 0.258  0.532
H: 2.016 3.302 -2.071  0.195
C: 2.390 1.320 -0.182  0.220
C: 3.037 0.998 1.011  -0.349
C: 3.932 -0.045 1.044  0.505
C: 4.232 -0.813 -0.088  0.663
C: 3.591 -0.474 -1.275  -0.597
C: 2.689 0.574 -1.318  -0.965
H: 2.193 0.798 -2.250  0.364
H: 3.786 -1.031 -2.177  0.359
O: 5.126 -1.819 0.072  -0.448
C: 5.446 -2.617 -1.041  -0.870
H: 4.564 -3.135 -1.431  0.349
H: 5.906 -2.026 -1.840  0.349
H: 6.164 -3.350 -0.677  0.245
F: 4.548 -0.337 2.208  -0.344
H: 2.862 1.567 1.910  0.638
H: -0.677 2.857 2.426  0.508
H: 0.681 1.704 2.438  0.383
C: -1.919 0.592 2.546  -0.962
H: -1.309 0.285 3.415  0.373
C: -2.625 -0.619 1.936  -0.786
H: -2.827 -1.384 2.684  0.352
H: -3.568 -0.315 1.487  0.316
H: -2.613 1.371 2.868  0.412
H: 0.318 -0.499 1.529  0.416
H: -0.094 0.089 -0.100  -0.169
H: -1.288 -2.126 1.066  0.659
H: -2.193 -3.242 -0.706  0.447
H: -3.089 -2.354 -1.940  0.307


Entry 4:
Formula: C4H6N2O
Source: OMol25
Level of theory: ωB97M-V/def2-TZVPD

As for the net charge: 0. For the HOMO energy, the calculation gives -8.8524 eV. The LUMO energy comes out at 0.038 Ha.

Last column: Mulliken charge in e.
Positions of all 13 atoms, in Å:
C: -2.283 0.369 0.120  -0.618
O: -1.362 -0.686 0.311  -0.358
C: -0.074 -0.317 0.117  0.607
N: 0.349 0.914 -0.135  -0.739
N: 1.700 0.788 -0.199  0.185
C: 2.173 -0.469 -0.056  -0.239
C: 1.039 -1.177 0.341  -0.417
H: -3.271 -0.051 0.312  0.225
H: -2.075 1.192 0.811  0.284
H: -2.223 0.750 -0.906  0.294
H: 2.260 1.587 -0.431  0.226
H: 3.215 -0.781 -0.057  0.396
H: 0.551 -2.120 -0.226  0.156


Entry 5:
Formula: C32H28Cl5N4O7Ru
Source: OMol25
Level of theory: ωB97M-V/def2-TZVPD

As for the net charge: 0. For the HOMO energy (spin up / spin down), the calculation gives -7.9136 / -7.8952 eV. The multiplicity is 2. The LUMO energy (spin up / spin down) comes out at -0.089 / -0.066 Ha. The expectation value of S² is 1.04.

Last column: Mulliken charge in e.
Positions of all 77 atoms, in Å:
Ru: -0.119 -0.214 -0.061  1.983
Cl: -3.245 3.945 -5.281  -0.211
C: -2.906 3.051 -3.860  0.425
C: -1.930 2.056 -3.874  -0.132
Cl: -1.089 1.703 -5.326  -0.188
C: -1.656 1.346 -2.722  0.578
Cl: -0.403 0.181 -2.674  0.019
C: -2.377 1.534 -1.505  -0.942
O: -2.206 0.802 -0.493  -0.684
C: -3.333 2.596 -1.526  0.358
Cl: -4.139 2.947 -0.058  -0.214
C: -3.590 3.325 -2.670  0.042
Cl: -4.760 4.579 -2.646  -0.191
C: -4.024 -3.244 -4.682  -1.460
C: -2.814 -3.256 -3.800  0.808
C: -2.899 -3.703 -2.493  -1.032
C: -1.781 -3.745 -1.668  1.585
C: -1.903 -4.306 -0.282  -1.837
C: -0.572 -3.308 -2.188  1.157
C: -0.444 -2.870 -3.502  1.043
C: 0.891 -2.496 -4.073  -1.697
C: -1.584 -2.842 -4.293  -0.761
C: 0.674 -3.345 -1.267  -1.333
O: 1.329 -4.370 -1.271  -0.654
O: 0.847 -2.299 -0.602  -0.328
H: -4.892 -3.620 -4.148  0.343
H: -3.856 -3.868 -5.558  0.339
H: -4.232 -2.233 -5.027  0.308
H: -3.847 -4.045 -2.099  0.340
H: -2.659 -3.762 0.283  0.245
H: -0.959 -4.249 0.249  0.278
H: -2.197 -5.354 -0.335  0.495
H: 1.538 -2.066 -3.311  0.253
H: 0.779 -1.783 -4.888  0.364
H: 1.377 -3.393 -4.459  0.446
H: -1.507 -2.499 -5.315  0.442
C: 4.600 -1.248 2.908  -1.406
C: 3.908 -0.650 1.740  0.860
C: 4.392 0.083 0.674  -1.248
C: 3.276 0.381 -0.125  -0.128
N: 2.196 -0.141 0.428  0.852
N: 2.579 -0.761 1.545  0.037
C: 3.181 1.137 -1.398  -1.005
H: 5.659 -1.008 2.866  0.360
H: 4.485 -2.332 2.905  0.302
H: 4.190 -0.860 3.840  0.313
H: 5.408 0.364 0.488  0.503
H: 1.883 -1.201 2.127  0.022
H: 3.731 0.629 -2.188  0.318
H: 3.586 2.140 -1.282  0.323
H: 2.129 1.214 -1.680  0.073
N: -2.788 -1.571 3.038  -0.008
C: -1.757 -2.394 3.387  -1.111
C: -0.872 -2.348 2.351  -0.713
N: -1.361 -1.520 1.388  1.384
C: -2.505 -1.057 1.828  -1.190
H: -3.597 -1.365 3.602  0.231
H: -1.737 -2.924 4.316  0.460
H: 0.058 -2.868 2.226  0.616
H: -3.123 -0.364 1.291  0.604
O: 0.366 2.149 0.329  -0.898
C: 0.456 1.980 1.565  1.157
O: 0.156 0.887 2.114  -0.905
C: 0.987 3.081 2.431  0.006
C: 1.420 4.275 1.871  -0.508
C: 1.986 5.282 2.645  -1.096
C: 2.104 5.041 3.994  1.017
O: 2.635 5.840 4.967  -0.482
C: 2.487 5.130 6.179  -0.246
O: 1.900 3.873 5.917  -0.496
C: 1.662 3.845 4.566  0.924
C: 1.101 2.851 3.808  -1.090
H: 1.309 4.414 0.809  0.525
H: 2.321 6.207 2.208  0.434
H: 1.841 5.706 6.863  0.245
H: 3.475 4.985 6.645  0.243
H: 0.759 1.925 4.236  0.537


Entry 6:
Formula: C15H45N9O8P2
Source: OMol25
Level of theory: ωB97M-V/def2-TZVPD

As for the net charge: -1. For the HOMO energy (spin up / spin down), the calculation gives -0.9575 / -4.1830 eV. The multiplicity is 2. The LUMO energy (spin up / spin down) comes out at 0.082 / 0.082 Ha. The expectation value of S² is 0.75.

Last column: Mulliken charge in e.
Positions of all 79 atoms, in Å:
O: -4.344 0.987 5.308  -0.852
P: -3.769 1.802 4.190  0.294
N: -3.966 3.504 4.294  0.305
C: -4.476 4.109 5.531  -1.087
C: -3.211 4.470 3.575  -1.042
N: -4.420 1.363 2.673  0.213
C: -5.851 1.593 2.383  -1.093
C: -3.914 0.111 2.067  -1.026
N: -2.101 1.578 4.097  0.603
C: -1.362 1.216 5.300  -1.059
C: -1.342 1.667 2.861  -1.223
H: -5.292 3.475 5.879  0.283
H: -4.918 5.096 5.397  0.365
H: -3.686 4.119 6.281  0.323
H: -3.015 4.114 2.564  0.321
H: -2.262 4.806 3.994  0.324
H: -3.741 5.408 3.412  0.361
H: -6.490 0.956 2.994  0.374
H: -6.165 2.629 2.515  0.293
H: -6.104 1.345 1.352  0.400
H: -4.559 -0.307 1.295  0.453
H: -2.999 0.206 1.483  0.203
H: -3.582 -0.654 2.769  0.346
H: -1.863 1.571 6.201  0.278
H: -1.138 0.163 5.475  0.255
H: -0.359 1.627 5.418  0.412
H: -0.813 0.742 2.630  0.201
H: -0.712 2.556 2.874  0.322
H: -1.921 1.815 1.949  0.447
O: 1.464 -2.201 -2.312  -0.881
P: 1.620 -1.385 -3.573  0.347
N: 1.296 -2.339 -4.958  0.304
C: 2.360 -3.186 -5.439  -1.048
C: -0.099 -2.780 -5.252  -1.157
N: 3.109 -0.650 -3.939  0.764
C: 3.692 0.182 -2.986  -1.180
C: 3.538 -0.142 -5.279  -1.079
N: 0.530 -0.016 -3.696  0.285
C: 0.077 0.589 -4.979  -1.102
C: 0.392 0.849 -2.508  -0.727
H: 2.624 -2.916 -6.462  0.295
H: 2.006 -4.215 -5.500  0.354
H: 3.273 -3.192 -4.845  0.278
H: -0.861 -2.181 -4.754  0.340
H: -0.164 -3.819 -4.930  0.357
H: -0.185 -2.709 -6.336  0.373
H: 3.541 -0.285 -2.012  0.120
H: 4.682 0.505 -3.306  0.364
H: 3.109 1.102 -2.945  0.371
H: 4.624 -0.138 -5.373  0.290
H: 3.101 -0.716 -6.096  0.306
H: 3.189 0.890 -5.332  0.370
H: 0.677 1.476 -5.184  0.286
H: 0.247 -0.100 -5.806  0.321
H: -0.984 0.815 -4.873  0.348
H: 1.098 0.458 -1.775  -0.101
H: -0.629 0.911 -2.134  0.391
H: 0.822 1.845 -2.611  0.356
C: -1.002 -2.139 3.298  -0.332
N: 0.401 -2.680 3.281  0.673
O: 0.688 -3.820 2.808  -0.826
O: 1.278 -1.859 3.648  -0.769
H: -1.112 -1.521 2.406  0.013
H: -1.125 -1.560 4.213  -0.034
H: -1.644 -3.019 3.262  0.337
C: 2.291 -0.881 0.889  0.471
N: 3.001 0.441 0.857  1.001
O: 4.221 0.381 0.917  -0.590
O: 2.385 1.441 0.571  -0.609
H: 1.292 -0.759 1.308  -0.567
H: 2.872 -1.532 1.542  0.428
H: 2.189 -1.235 -0.137  -0.178
C: 4.533 -3.228 -1.191  -0.565
N: 5.460 -2.365 -1.925  0.967
O: 5.714 -1.297 -1.425  -0.523
O: 5.857 -2.844 -3.033  -0.583
H: 4.624 -4.289 -1.424  0.259
H: 3.515 -2.853 -1.295  0.150
H: 4.787 -3.106 -0.138  0.341


Question: Which value of net charge does entry 4 give?
Answer: 0